#one
# C6H14O

A cluster of 2 separate species, C6H14O in total (ωB97M-V/def2-TZVPD, OMol25).

Each line ends with the natural charge from an NBO analysis.
Geometry (Å):
1 C -3.350 -0.022 0.258  -0.458
2 C -2.058 0.608 -0.197  -0.482
3 C -0.823 0.492 0.671  -0.398
4 C 0.380 0.358 -0.261  -0.384
5 C 1.654 -0.106 0.423  -0.413
6 C 2.746 -0.379 -0.592  -0.049
7 O 3.905 -0.799 0.100  -0.719
8 H -3.043 -1.640 0.145  0.060
9 H -4.194 0.575 -0.176  0.223
10 H -3.535 -0.249 1.263  0.194
11 H -1.997 -0.293 -0.882  0.246
12 H -2.111 1.625 -0.661  0.214
13 H -0.668 1.319 1.380  0.203
14 H -0.951 -0.420 1.263  0.198
15 H 0.553 1.310 -0.786  0.196
16 H 0.111 -0.368 -1.043  0.192
17 H 2.007 0.642 1.143  0.205
18 H 1.457 -1.028 0.986  0.203
19 H 2.398 -1.153 -1.298  0.152
20 H 2.937 0.534 -1.181  0.151
21 H 4.582 -1.007 -0.554  0.467

For the orbital gap, the calculation gives 10.282 eV. The LUMO energy comes out at 0.73 eV.

---

#two
# C6H14O

The molecule C6H14O (ωB97M-V/def2-TZVPD, OMol25).

Each line ends with the natural charge from an NBO analysis.
Geometry (Å):
1 C 1.407 2.504 1.709  -0.601
2 C 0.301 1.991 0.789  -0.392
3 C 0.292 0.469 0.665  -0.384
4 C -0.822 -0.072 -0.238  -0.393
5 C -0.731 -1.600 -0.344  -0.497
6 C -1.245 -2.315 -1.572  -0.070
7 O 0.092 -2.726 -2.231  -0.773
8 H 1.401 3.597 1.777  0.208
9 H 2.395 2.195 1.347  0.201
10 H 1.288 2.105 2.723  0.200
11 H -0.674 2.332 1.163  0.192
12 H 0.417 2.435 -0.210  0.194
13 H 1.259 0.124 0.274  0.197
14 H 0.192 0.025 1.668  0.191
15 H -0.706 0.361 -1.242  0.196
16 H -1.790 0.299 0.142  0.194
17 H 0.274 -1.947 -0.788  0.283
18 H -0.959 -2.098 0.612  0.203
19 H -1.843 -3.210 -1.384  0.186
20 H -1.713 -1.667 -2.319  0.193
21 H 0.368 -3.628 -1.989  0.471

The SMILES is CCCCCCO. For the orbital gap, the calculation gives 11.013 eV. The LUMO energy comes out at 1.05 eV.

---

Which is most stable, and by how much? #two, by 51.2 kcal/mol.

---

#one
# C5H8N2O3

A cluster of 2 separate species, C5H8N2O3 in total (ωB97M-V/def2-TZVPD, OMol25).

Each line ends with the natural charge from an NBO analysis.
Geometry (Å):
1 O -1.573 1.254 1.933  -0.573
2 C -1.037 0.306 1.397  0.672
3 C -0.843 -1.130 1.905  -0.340
4 N -0.278 -1.908 0.803  -0.511
5 C -0.183 -1.073 -0.151  0.688
6 O 0.363 -1.177 -1.349  -0.459
7 C 0.196 0.071 -2.065  -0.070
8 C -0.576 1.028 -1.120  -0.236
9 N -0.667 0.203 0.061  -0.472
10 H -0.171 -1.121 2.776  0.224
11 H -1.809 -1.540 2.238  0.235
12 H 1.195 0.451 -2.304  0.199
13 H -0.357 -0.145 -2.985  0.197
14 H -0.009 1.943 -0.916  0.231
15 H -1.569 1.291 -1.505  0.210
16 O 2.303 0.876 0.321  -0.945
17 H 2.087 0.347 1.118  0.476
18 H 2.926 0.322 -0.160  0.474

The SMILES is O=C1CN=C2OCCN12.O. For the orbital gap, the calculation gives 9.826 eV. The LUMO energy comes out at 0.49 eV.

---

#two
# C5H8N2O3

A cluster of 2 separate species, C5H8N2O3 in total (ωB97M-V/def2-TZVPD, OMol25).

Each line ends with the natural charge from an NBO analysis.
Geometry (Å):
1 N 2.821 -1.347 -0.508  -0.294
2 C 2.135 -0.423 -0.362  0.199
3 C 1.261 0.785 -0.375  0.581
4 O 1.771 1.903 -0.374  -0.557
5 N -0.033 0.527 -0.431  -0.390
6 C -1.177 1.439 -0.463  -0.231
7 C -2.092 0.207 -0.698  0.088
8 O -3.059 -0.052 0.272  -0.700
9 C -0.844 -0.690 -0.540  -0.223
10 H -1.129 2.179 -1.272  0.215
11 H -1.348 1.939 0.500  0.219
12 H -2.518 0.180 -1.710  0.175
13 H -3.869 0.422 0.061  0.480
14 H -0.854 -1.276 0.388  0.221
15 H -0.585 -1.323 -1.397  0.216
16 O 3.435 -1.502 2.587  -0.949
17 H 2.580 -1.043 2.625  0.464
18 H 3.505 -1.924 1.698  0.485

The SMILES is N#CC(=O)N1CC(O)C1.O. For the orbital gap, the calculation gives 10.592 eV. The LUMO energy comes out at 0.22 eV.

---

#three
# C5H8N2O3

A cluster of 2 separate species, C5H8N2O3 in total (ωB97M-V/def2-TZVPD, OMol25).

Each line ends with the natural charge from an NBO analysis.
Geometry (Å):
1 C -2.617 2.305 0.187  0.482
2 C 1.570 0.310 0.549  -0.420
3 C 0.684 0.923 -0.543  -0.196
4 C 0.517 -0.797 0.692  -0.195
5 C -1.528 -0.237 -0.692  0.162
6 N -0.194 -0.232 -0.448  -0.420
7 N -2.386 -0.988 -0.081  0.296
8 O -3.650 2.190 0.626  -0.483
9 O -3.703 -0.903 -0.624  -0.581
10 O -2.235 -1.796 0.857  -0.569
11 H -4.218 -1.577 -0.152  0.491
12 H 2.540 -0.036 0.202  0.211
13 H 1.703 0.933 1.430  0.212
14 H 0.202 1.865 -0.264  0.193
15 H 1.139 1.027 -1.531  0.191
16 H 0.857 -1.816 0.498  0.199
17 H -0.051 -0.786 1.623  0.212
18 H -1.894 0.380 -1.497  0.215

For the orbital gap, the calculation gives 8.473 eV. The LUMO energy comes out at 0.93 eV.

---

Which is most stable, and by how much? #one, by 31.5 kcal/mol.

---

#one
# C5H4N2O

The molecule C5H4N2O (ωB97M-V/def2-TZVPD, OMol25).

Each line ends with the natural charge from an NBO analysis.
Geometry (Å):
1 O 1.982 -1.262 1.747  -0.521
2 C 0.768 -0.842 1.635  0.395
3 C 0.184 -0.173 0.394  0.014
4 C 0.731 -0.292 -0.891  -0.165
5 C -0.062 0.209 -1.925  -0.232
6 C -1.248 0.899 -1.490  0.003
7 N -1.610 1.155 -0.181  -0.181
8 N -0.967 0.432 0.664  -0.187
9 H 0.039 -0.823 2.526  0.159
10 H 1.758 -0.757 -1.047  0.257
11 H 0.074 0.256 -3.008  0.244
12 H -1.928 1.503 -2.164  0.215

The SMILES is O=Cc1cccnn1. For the orbital gap, the calculation gives 9.128 eV. The LUMO energy comes out at -0.63 eV.

---

#two
# C5H4N2O

A structure of composition C5H4N2O (ωB97M-V/def2-TZVPD, OMol25).

Each line ends with the natural charge from an NBO analysis.
Geometry (Å):
1 C -1.331 -1.762 1.313  0.222
2 C -0.430 -1.740 0.023  -0.195
3 C -0.356 0.513 -0.983  0.219
4 C 0.694 0.914 -0.138  -0.447
5 C 1.805 1.893 -0.448  0.257
6 H -0.529 -2.895 -0.657  0.261
7 H 0.829 -1.350 0.099  0.279
8 H -0.398 1.070 -2.083  0.235
9 H 0.712 0.425 0.876  0.249
10 N -1.825 -1.305 2.254  -0.269
11 N 2.637 2.628 -0.882  -0.300
12 O -1.073 -0.679 -0.805  -0.511

For the orbital gap, the calculation gives 9.886 eV. The LUMO energy comes out at -0.20 eV.

---

#three
# C5H4N2O

A cluster of 2 separate species, C5H4N2O in total (ωB97M-V/def2-TZVPD, OMol25).

Each line ends with the natural charge from an NBO analysis.
Geometry (Å):
1 C 0.170 0.172 0.272  0.044
2 C 0.495 0.661 -1.229  -0.249
3 C -0.289 0.395 -2.310  -0.303
4 C 1.287 -0.281 1.152  0.252
5 C -1.108 -0.722 0.215  0.280
6 H -0.348 2.246 0.029  0.475
7 H 1.489 1.087 -1.306  0.237
8 H -0.004 0.663 -3.262  0.205
9 H -1.266 -0.146 -2.464  0.242
10 N 2.092 -1.035 1.621  -0.231
11 N -2.090 -1.200 -0.208  -0.301
12 O -0.402 1.306 1.064  -0.651

For the orbital gap, the calculation gives 10.377 eV. The LUMO energy comes out at -0.99 eV.

---

Which is most stable, and by how much? #one, by 61.1 kcal/mol.